# 1
29
Properties=species:S:1:pos:R:3:lowdin_spin:R:1 method="wB97M-V/def2-TZVPD" multiplicity=6 e_lumo_ha="0.126 / 0.145" homo_energy_ev="0.4 / 0.3" total_charge=-4 de_lowest_kcal_mol=150.33 s2=8.804 orbital_gap_ev="3.04 / 3.68"
Mn 0.0959 0.4729 0.0385 5.058
N 4.7517 0.8135 -2.4948 0.002
O 4.5760 1.7573 -3.2153 -0.005
O 5.7934 0.1489 -2.5232 -0.018
O 3.8968 0.4507 -1.6481 -0.038
N 1.6358 2.3290 4.6578 0.001
O 0.9226 3.3111 4.7076 -0.005
O 2.4833 2.2464 5.5670 -0.007
O 1.4604 1.4539 3.7972 -0.011
B -0.7850 3.7761 -0.3236 0.010
H -0.9817 4.8274 -0.4665 -0.005
H -1.4137 3.1806 -0.9672 0.004
H 0.2490 3.5176 -0.4919 0.004
H -1.0707 3.5106 0.6824 0.004
B 0.9127 -4.1891 2.4572 0.000
F 0.5302 -3.3104 1.4969 0.002
F 2.1483 -4.0101 2.9853 0.000
F 0.0503 -3.9621 3.5323 0.000
F 0.8097 -5.4806 2.0847 0.000
B -4.7714 -0.2923 0.8801 0.000
F -5.0658 0.8750 0.2950 0.000
F -5.7117 -0.6457 1.8236 0.000
F -4.7511 -1.2727 -0.0219 0.000
F -3.4977 -0.1673 1.5150 0.002
B -0.4275 -1.8563 -4.8882 0.000
F -1.7167 -2.1602 -5.4423 0.000
F 0.1724 -3.0258 -4.3332 0.000
F 0.2779 -1.3008 -5.8359 0.000
F -0.5734 -0.9975 -3.8686 0.002

# 2
16
Properties=species:S:1:pos:R:3:nbo_charge:R:1 method="wB97M-V/def2-TZVPD" multiplicity=1 e_lumo_ha=0.031 homo_energy_ev=-10.4 de_lowest_kcal_mol=35.30 orbital_gap_ev=11.23 smiles=COC[C@@H](C)C#N
C 2.4373 0.4422 0.0155 -0.243
O 1.1360 0.4873 0.5388 -0.546
C 0.3360 -0.6481 0.3340 -0.040
C -1.0969 -0.1118 0.4204 -0.346
C -1.4718 0.7651 -0.7798 -0.592
C -2.0752 -1.1922 0.5944 0.289
N -2.8611 -2.0336 0.7069 -0.326
H 2.7653 1.4803 -0.0790 0.195
H 2.4522 -0.0292 -0.9774 0.167
H 3.1334 -0.0928 0.6760 0.171
H 0.5086 -1.4197 1.1008 0.182
H 0.5272 -1.1042 -0.6513 0.172
H -1.1036 0.5032 1.3276 0.255
H -2.4636 1.2047 -0.6418 0.223
H -0.7399 1.5703 -0.8807 0.227
H -1.4839 0.1784 -1.7046 0.213

# 3
108
Properties=species:S:1:pos:R:3:mulliken_charge:R:1 method="wB97M-V/def2-TZVPD" multiplicity=1 e_lumo_ha=-0.080 homo_energy_ev=-10.1 total_charge=+1 de_lowest_kcal_mol=21.88 orbital_gap_ev=7.94
Ca -0.0640 -0.0117 0.5019 1.176
O -2.8496 0.0888 -0.7837 -0.301
N -2.0595 -1.0029 -1.1228 0.276
C -2.7095 -2.0911 -1.0408 -0.934
C -2.1778 -3.4051 -1.4240 0.621
C -3.1382 -4.3817 -1.7006 -0.924
C -2.7753 -5.6259 -2.1810 -0.714
C -1.4351 -5.9154 -2.3899 -0.869
C -0.4732 -4.9651 -2.0915 -0.443
C -0.8193 -3.7077 -1.6002 0.368
P 0.5068 -2.5500 -1.1040 1.523
C 1.3886 -2.1588 -2.6388 0.324
C 2.6859 -1.6467 -2.5345 -0.341
C 3.3850 -1.2912 -3.6759 -0.868
C 2.7890 -1.4051 -4.9264 -0.672
C 1.4896 -1.8751 -5.0308 -0.751
C 0.7907 -2.2572 -3.8912 -0.677
C 1.6378 -3.6547 -0.1941 0.723
C 2.6860 -4.3685 -0.7734 -0.134
C 3.4752 -5.2064 0.0015 -0.755
C 3.2222 -5.3441 1.3593 -0.631
C 2.1828 -4.6367 1.9451 -0.489
C 1.4018 -3.7909 1.1727 -0.748
H -2.4208 0.8129 -1.3140 0.444
H -3.7627 -2.0383 -0.7621 0.357
H -4.1854 -4.1480 -1.5489 0.453
H -3.5350 -6.3656 -2.3951 0.413
H -1.1371 -6.8829 -2.7717 0.461
H 0.5726 -5.2095 -2.2270 0.405
H 3.1493 -1.5375 -1.5591 0.536
H 4.3976 -0.9191 -3.5877 0.476
H 3.3380 -1.1293 -5.8175 0.429
H 1.0192 -1.9623 -6.0017 0.456
H -0.2160 -2.6460 -3.9863 0.466
H 2.8919 -4.2652 -1.8317 0.435
H 4.2883 -5.7540 -0.4572 0.435
H 3.8398 -5.9976 1.9613 0.405
H 1.9893 -4.7328 3.0056 0.451
H 0.6035 -3.2246 1.6435 0.151
N 7.1752 2.5695 4.2792 -0.470
C 6.0349 2.1452 3.6565 1.042
C 4.8706 2.9297 3.6936 -0.894
C 3.7138 2.4884 3.0933 -0.619
C 3.6974 1.2561 2.4497 -0.520
C 4.8399 0.4690 2.3940 -0.414
C 5.9987 0.9089 2.9957 -0.761
S 2.2345 0.7151 1.6910 1.158
O 1.1392 0.6004 2.6607 -0.666
O 2.4643 -0.5731 1.0230 -0.383
N 1.6049 1.7050 0.6279 -0.244
C 2.1196 1.7687 -0.6452 0.141
N 3.4311 1.9486 -0.8230 -0.535
C 3.8350 2.0676 -2.0843 -0.338
C 2.9634 1.9990 -3.1593 -0.852
C 1.6355 1.7651 -2.8599 -0.075
N 1.1794 1.6554 -1.6121 0.096
H 7.2431 3.5186 4.5990 0.203
H 8.0404 2.0893 4.1131 0.202
H 4.8848 3.8868 4.1999 0.301
H 2.8209 3.1002 3.1229 0.488
H 4.8102 -0.4809 1.8776 0.507
H 6.8901 0.2949 2.9592 0.300
H 4.8983 2.2205 -2.2362 0.469
H 3.3016 2.0987 -4.1797 0.419
H 0.8965 1.6678 -3.6492 0.494
C -1.1830 -2.1025 4.0005 -1.361
As -1.9939 -0.8852 2.7147 1.178
C -3.8363 -1.5184 2.6515 -1.232
C -2.2389 0.7409 3.7807 0.181
C -2.5765 0.5938 5.1255 -0.703
C -2.7668 1.6910 5.9493 -0.893
C -2.6270 2.9677 5.4284 -0.773
C -2.3129 3.1277 4.0890 -0.550
C -2.1148 2.0316 3.2494 -0.077
As -1.7766 2.3832 1.3518 1.646
C -0.8660 4.1034 1.4475 -1.554
C -3.5850 2.9329 0.8569 -1.285
H -1.6781 -2.0957 4.9685 0.500
H -0.1381 -1.8202 4.1221 0.297
H -1.2411 -3.1118 3.5920 0.401
H -4.2663 -1.5616 3.6511 0.441
H -3.8674 -2.5117 2.2042 0.412
H -4.4173 -0.8296 2.0407 0.304
H -2.6958 -0.3941 5.5519 0.250
H -3.0229 1.5475 6.9907 0.395
H -2.7692 3.8365 6.0577 0.418
H -2.2223 4.1321 3.6947 0.288
H -1.5531 4.9139 1.6856 0.558
H -0.3965 4.2981 0.4848 0.339
H -0.0835 4.0422 2.2011 0.394
H -3.9732 3.6399 1.5891 0.511
H -4.2269 2.0543 0.8247 0.250
H -3.5729 3.4051 -0.1256 0.363
N -5.8651 2.0563 -4.8125 -0.351
C -4.9794 3.0715 -4.9997 0.306
O -5.0865 3.8883 -5.8872 -0.594
C -3.8223 3.1296 -4.0418 0.475
C -3.1932 4.3540 -3.8501 -0.304
C -2.1171 4.4255 -2.9870 -1.028
C -1.6942 3.2661 -2.3548 -0.168
N -2.2710 2.0793 -2.5476 -0.100
C -3.3222 2.0247 -3.3722 -0.683
H -6.6810 2.0483 -5.4018 0.233
H -5.8987 1.5448 -3.9495 0.193
H -3.5607 5.2187 -4.3873 0.477
H -1.6022 5.3585 -2.8035 0.492
H -0.8424 3.2706 -1.6848 0.280
H -3.7570 1.0410 -3.5138 0.486

# 4
13
Properties=species:S:1:pos:R:3:nbo_charge:R:1 method="wB97M-V/def2-TZVPD" multiplicity=1 e_lumo_ha=-0.022 homo_energy_ev=-9.3 de_lowest_kcal_mol=189.85 orbital_gap_ev=8.66
C 1.4081 -0.1048 0.4758 0.088
C 1.0324 1.5318 0.2040 -0.235
C -1.1573 -1.1949 0.3212 -0.147
C -0.0407 -0.4788 0.1593 0.101
H 2.9363 -1.5484 -0.0495 0.437
H 2.1061 -0.4149 1.2960 0.201
H 1.3081 1.8864 -0.7866 0.235
H 0.9501 2.2516 1.1853 0.245
H -1.4219 -2.2873 0.5354 0.230
N -0.3453 0.7064 -0.1317 -0.173
N -1.6974 0.8194 -0.3835 -0.083
N -2.0619 -0.3397 -0.0304 -0.224
O 1.9249 -0.8387 -0.6654 -0.674

# 5
9
Properties=species:S:1:pos:R:3:nbo_charge:R:1 method="wB97M-V/def2-TZVPD" multiplicity=1 e_lumo_ha=0.021 homo_energy_ev=-8.0 de_lowest_kcal_mol=130.69 orbital_gap_ev=8.61
C -0.9809 -0.9217 -0.1975 0.033
C -0.8276 1.2763 0.1617 0.193
N -1.5267 0.3145 -0.1462 -0.380
N 0.2913 -1.0837 -0.0678 -0.179
N 0.7893 0.0973 0.0941 -0.032
O 2.0772 0.4426 -0.1227 -0.505
H -1.5960 -1.7728 -0.2221 0.192
H -0.6546 2.2493 0.2796 0.208
H 1.9571 1.3433 -0.2142 0.470

# 6
12
Properties=species:S:1:pos:R:3:nbo_charge:R:1 method="wB97M-V/def2-TZVPD" multiplicity=1 e_lumo_ha=0.014 homo_energy_ev=-9.7 de_lowest_kcal_mol=80.80 orbital_gap_ev=10.08
C 1.6617 -0.3984 -0.0765 0.605
C 1.1894 1.1626 0.1119 -0.499
C -0.1875 0.4730 -0.0257 0.145
C -1.0334 -1.5752 0.1500 -0.056
C 0.2150 -0.7785 0.1145 -0.267
H 1.4927 1.9976 -0.6894 0.231
H 1.1148 1.6996 1.1741 0.247
H -2.1275 1.3031 -0.5213 0.415
H -1.2655 -2.5127 -0.1925 0.214
N -1.6028 0.4839 -0.0047 -0.337
N -2.0951 -0.7063 0.0003 -0.201
O 2.6380 -1.1485 -0.0407 -0.497

# 7
12
Properties=species:S:1:pos:R:3:nbo_charge:R:1 method="wB97M-V/def2-TZVPD" multiplicity=1 e_lumo_ha=-0.001 homo_energy_ev=-9.0 de_lowest_kcal_mol=66.98 orbital_gap_ev=9.01 smiles="CCn1c(=O)c1=S"
C -0.2464 -0.7014 0.6240 -0.636
C 0.8773 0.1909 1.0398 -0.223
N 2.0514 -0.1095 0.1927 -0.379
C 2.4755 -1.1000 -0.6756 0.643
O 2.1718 -2.1085 -1.1801 -0.534
C 3.4177 -0.0571 -0.2817 -0.031
S 4.5410 0.9848 0.1170 0.013
H -0.6856 -1.0061 1.5107 0.221
H -0.9659 -0.1730 -0.0379 0.223
H 0.2456 -1.5637 0.0442 0.247
H 0.7117 1.3306 0.8613 0.231
H 1.2905 -0.0637 2.0849 0.225

# 8
12
Properties=species:S:1:pos:R:3:nbo_charge:R:1 method="wB97M-V/def2-TZVPD" multiplicity=1 e_lumo_ha=-0.209 homo_energy_ev=-13.5 total_charge=+1 de_lowest_kcal_mol=0.00 orbital_gap_ev=7.86
C -2.1334 -1.6851 1.5525 0.886
C -1.3976 1.5094 0.3402 0.860
C -0.0659 -0.3516 -0.2392 -0.429
N -2.1101 -0.6111 0.9698 -0.426
N -1.2121 0.2373 0.4615 -0.267
O -2.4626 -2.5368 2.2200 -0.368
O -1.1169 2.5264 -0.2024 -0.375
I -2.1918 4.1413 3.0327 0.144
I -3.4077 2.0595 1.9804 0.235
H -0.2968 -0.9756 -1.2075 0.252
H 0.2427 -1.0523 0.5185 0.225
H 0.7201 0.2738 -0.5963 0.263